# 1
{
  "formula": "C2HNO2S",
  "method": "ωB97M-V with the def2-TZVPD basis set",
  "homo_lumo_gap_ha": [0.281, 0.261],
  "lumo_energy_ev": [-1.61, -1.56],
  "e_tot_ev": -18505.714,
  "relative_energy_kcal_mol": 117.7,
  "species": ["C", "C", "N", "O", "O", "S", "H"],
  "positions_angstrom": [[0.10, -0.49, -0.07], [1.49, -0.22, -0.16], [-0.25, 0.80, -0.21], [-0.58, -1.47, 0.04], [-1.59, 0.98, 0.04], [2.87, 0.37, 0.06], [-2.03, 0.03, 0.29]]
}


# 2
{
  "formula": "C2HNO3",
  "method": "ωB97M-V with the def2-TZVPD basis set",
  "smiles": "O=C=NOC=O",
  "homo_lumo_gap_ha": 0.407,
  "lumo_energy_ev": 0.13,
  "e_tot_ev": -9720.094,
  "relative_energy_kcal_mol": 53.8,
  "species": ["O", "C", "N", "O", "C", "O", "H"],
  "positions_angstrom": [[-2.99, -0.55, 0.20], [-1.89, -0.23, 0.04], [-0.75, -0.15, -0.32], [0.26, 0.75, -0.15], [1.48, 0.20, 0.03], [2.44, 0.88, 0.19], [1.46, -0.90, 0.00]]
}


# 3
{
  "formula": "C2HNO3",
  "method": "ωB97M-V with the def2-TZVPD basis set",
  "smiles": "N#CC(=O)OO",
  "homo_lumo_gap_ha": 0.460,
  "lumo_energy_ev": 0.07,
  "e_tot_ev": -9718.637,
  "relative_energy_kcal_mol": 87.4,
  "species": ["N", "C", "C", "O", "O", "O", "H"],
  "positions_angstrom": [[2.83, 0.20, 0.05], [1.73, -0.02, -0.13], [0.12, -0.36, -0.15], [-0.24, -1.50, -0.09], [-0.43, 0.82, -0.13], [-1.84, 0.76, -0.10], [-2.17, 0.10, 0.55]]
}


# 4
{
  "formula": "C2HNO4",
  "method": "ωB97M-V with the def2-TZVPD basis set",
  "smiles": "O=CC(=O)[N+](=O)[O-]",
  "homo_lumo_gap_ha": 0.347,
  "lumo_energy_ev": -1.47,
  "e_tot_ev": -11765.276,
  "relative_energy_kcal_mol": 92.3,
  "species": ["O", "C", "C", "O", "N", "O", "O", "H"],
  "positions_angstrom": [[1.69, -0.81, -1.55], [1.16, -0.33, -0.61], [-0.10, 0.49, -0.33], [-0.29, 1.65, -0.52], [-1.11, -0.12, 0.69], [-0.83, -1.23, 1.00], [-2.05, 0.59, 0.99], [1.53, -0.24, 0.33]]
}


# 5
{
  "formula": "C2HNO4",
  "method": "ωB97M-V with the def2-TZVPD basis set",
  "smiles": "O=CN=O.O=C=O",
  "homo_lumo_gap_ha": [0.298, 0.302],
  "lumo_energy_ev": [-2.03, -1.93],
  "e_tot_ev": -11766.364,
  "relative_energy_kcal_mol": 67.2,
  "species": ["O", "C", "N", "O", "H", "O", "C", "O"],
  "positions_angstrom": [[0.38, 0.91, -0.60], [1.03, -0.04, -0.26], [0.83, -1.33, -0.18], [1.09, -2.29, 0.49], [2.04, 0.07, -0.46], [-2.00, -0.20, -0.03], [-1.77, 0.92, 0.31], [-1.59, 1.97, 0.73]]
}


# 6
{
  "formula": "C2HNO4",
  "method": "ωB97M-V with the def2-TZVPD basis set",
  "smiles": "O=CC(=O)[N+](=O)[O-]",
  "homo_lumo_gap_ha": 0.365,
  "lumo_energy_ev": -0.57,
  "e_tot_ev": -11765.477,
  "relative_energy_kcal_mol": 87.7,
  "species": ["O", "C", "C", "O", "N", "O", "O", "H"],
  "positions_angstrom": [[0.89, -1.16, -1.75], [0.43, -0.18, -1.31], [0.53, 0.30, 0.30], [1.25, 1.03, 0.85], [-0.77, -0.13, 1.11], [-1.80, 0.33, 0.71], [-0.60, -0.86, 2.07], [0.07, 0.67, -1.98]]
}